{
  "formula": "C45H45N2O7S4Y",
  "method": "ωB97M-V with the def2-TZVPD basis set",
  "gap_ev": [3.95, 3.90],
  "molar_mass_g_mol": 943.0,
  "total_energy_ev": -109094.49164,
  "e_homo_ev": [-4.04, -3.99],
  "symbols": ["Y", "O", "C", "O", "C", "O", "C", "C", "O", "O", "H", "H", "H", "H", "H", "O", "S", "C", "C", "C", "C", "S", "O", "C", "C", "C", "C", "C", "C", "C", "C", "C", "C", "C", "C", "H", "H", "H", "H", "H", "H", "H", "H", "H", "H", "H", "H", "H", "H", "H", "H", "H", "H", "S", "C", "C", "C", "C", "C", "C", "N", "C", "C", "C", "C", "C", "C", "C", "C", "N", "C", "C", "C", "C", "C", "S", "C", "H", "H", "H", "H", "H", "H", "H", "H", "H", "H", "H", "H", "C", "C", "C", "C", "C", "H", "H", "H", "H", "H", "H", "H", "H", "H", "H"],
  "coordinates": [[-0.19320, 0.07750, -0.16370], [0.12750, 3.08120, 2.23860], [0.81690, 1.96190, 2.08160], [0.31470, 0.84490, 2.16890], [2.32190, 2.22160, 2.16000], [3.06340, 1.32530, 1.36650], [3.22480, 1.73740, 0.02230], [1.89520, 1.82060, -0.75860], [1.90740, 1.73030, -1.97450], [0.83090, 1.95830, -0.05810], [-0.83650, 2.93710, 2.20170], [2.64520, 2.05990, 3.19620], [2.50540, 3.26500, 1.87700], [3.86220, 0.98190, -0.44280], [3.73810, 2.70810, -0.03220], [-1.25180, -1.44280, 1.17970], [-2.00330, -2.38570, 2.04490], [-0.67630, -3.09310, 3.14440], [0.51290, -3.55050, 2.31740], [1.85560, -3.27210, 3.00300], [2.31900, -1.84550, 2.77000], [2.82750, -1.41100, 1.02870], [1.54090, -1.21330, 0.27960], [3.40890, -3.02350, 0.44580], [4.74770, -3.33300, 0.66320], [5.29320, -4.46610, 0.09280], [4.51100, -5.29040, -0.70590], [3.17330, -4.98450, -0.91530], [2.62190, -3.85270, -0.34520], [-2.24520, -3.84040, 0.98880], [-2.87140, -4.97440, 1.48120], [-3.08440, -6.04450, 0.62960], [-2.69290, -5.97160, -0.69940], [-2.08870, -4.82460, -1.18820], [-1.87020, -3.75350, -0.34110], [-1.11400, -3.88290, 3.74880], [-0.40820, -2.25380, 3.78580], [0.50200, -2.99390, 1.37820], [0.41950, -4.61230, 2.08290], [2.60900, -3.96920, 2.63100], [1.76890, -3.44800, 4.07860], [3.19130, -1.60880, 3.37570], [1.53120, -1.11970, 2.97090], [5.34500, -2.67380, 1.27340], [6.33270, -4.70370, 0.25470], [4.94660, -6.16000, -1.17280], [2.55960, -5.62360, -1.53350], [1.59000, -3.59900, -0.52950], [-3.18290, -5.01640, 2.51440], [-3.56070, -6.93850, 0.99960], [-2.86780, -6.80390, -1.36410], [-1.79780, -4.75900, -2.22550], [-1.42930, -2.83550, -0.70750], [-3.62130, 2.81410, 3.64070], [-4.95300, 3.52320, 4.48290], [-6.06350, 3.59080, 3.70520], [-5.86630, 3.07410, 2.41330], [-4.59030, 2.60530, 2.19170], [-4.03970, 2.01660, 1.00960], [-2.77350, 1.44150, 1.01330], [-2.17910, 0.86620, -0.02420], [-2.92120, 0.71350, -1.19570], [-4.22080, 1.31130, -1.30480], [-4.92190, 1.15430, -2.54590], [-4.41060, 0.42150, -3.55590], [-3.15410, -0.25000, -3.43150], [-2.68060, -1.11930, -4.38370], [-1.45840, -1.80700, -4.17590], [-0.70080, -1.47750, -3.04620], [-1.12430, -0.62870, -2.09870], [-2.39260, -0.04970, -2.23500], [-1.07530, -2.78320, -5.17540], [-1.17890, -2.62450, -6.53190], [-0.81080, -3.76520, -7.27220], [-0.44110, -4.80720, -6.48870], [-0.56600, -4.42130, -4.81260], [-4.74920, 1.98520, -0.22790], [-4.80870, 3.84590, 5.49410], [-6.99760, 4.00140, 4.04820], [-6.65370, 3.02820, 1.68340], [-2.21840, 1.41790, 1.95050], [-5.88120, 1.64140, -2.64950], [-4.94390, 0.30160, -4.48860], [-3.25480, -1.32520, -5.27620], [0.59960, -3.15440, -2.98090], [-1.46750, -1.69520, -6.98680], [-0.81940, -3.79740, -8.34780], [-0.09410, -5.77750, -6.78130], [-5.70890, 2.47020, -0.30490], [2.25450, -2.55050, -4.77780], [1.82510, -1.52330, -3.72300], [3.02520, -1.24810, -2.81050], [1.43860, -0.21580, -4.41060], [0.66630, -2.07520, -2.83440], [3.17790, -2.22950, -5.25610], [1.50420, -2.65500, -5.55410], [2.42640, -3.52470, -4.32250], [3.88010, -0.92600, -3.40160], [3.31050, -2.13890, -2.25190], [2.78320, -0.45090, -2.10980], [2.30180, 0.20320, -4.92250], [1.10850, 0.51270, -3.67610], [0.64570, -0.36610, -5.13780], [0.92370, -1.88710, -1.78520]],
  "forces_ev_per_a": [[-0.12, -1.10, 0.18], [0.10, 0.15, -0.06], [0.02, 0.25, 1.06], [-0.05, -0.14, -0.05], [-0.15, 0.11, -0.13], [-0.21, 0.30, 0.31], [-0.23, 0.00, -0.24], [1.22, 0.42, -0.69], [0.15, -0.06, 0.19], [0.35, 1.06, 0.00], [0.16, -0.20, 0.04], [-0.19, 0.10, -0.12], [0.03, -0.13, 0.09], [-0.09, 0.14, -0.09], [-0.08, -0.10, 0.00], [0.39, 0.16, -0.09], [0.17, -1.18, 0.43], [-0.32, 0.33, -0.56], [0.10, -0.13, -0.09], [-0.15, -0.11, -0.20], [0.26, -0.02, -0.40], [0.59, -1.45, 0.72], [0.26, -0.18, -0.12], [0.17, 0.08, -0.18], [-0.37, 0.30, 0.12], [0.01, -0.23, -0.08], [-0.05, 0.15, 0.07], [0.16, -0.15, 0.02], [-0.18, 0.37, 0.30], [-0.10, 0.26, 0.06], [0.09, 0.12, 0.09], [0.00, -0.07, 0.03], [0.04, 0.03, -0.06], [-0.04, -0.15, 0.04], [0.17, 0.42, 0.14], [-0.12, -0.03, 0.08], [-0.14, 0.10, 0.10], [-0.05, -0.20, -0.04], [-0.03, 0.06, -0.03], [-0.02, 0.01, 0.07], [0.08, 0.06, 0.04], [0.10, 0.14, 0.03], [0.02, 0.20, -0.02], [0.24, 0.10, 0.04], [0.12, 0.00, 0.03], [0.04, -0.09, -0.03], [-0.05, -0.01, -0.06], [-0.11, 0.05, -0.06], [-0.10, -0.08, 0.13], [-0.08, -0.09, 0.07], [-0.04, -0.10, -0.02], [0.00, 0.04, -0.10], [0.00, 0.03, -0.11], [-0.65, 0.14, -0.34], [0.18, -0.04, -0.04], [0.23, 0.18, 0.66], [0.55, -0.36, -0.47], [-0.30, 0.32, 0.83], [1.46, -0.70, -0.43], [-1.49, 0.88, 1.06], [-0.56, 0.47, -0.39], [-0.18, -0.69, -1.41], [0.04, 0.08, 0.14], [0.06, 0.10, -0.03], [0.01, -0.02, 0.03], [0.18, -0.12, -0.16], [-0.47, 0.39, 0.04], [0.66, 0.20, 1.30], [-0.35, -1.20, -1.56], [0.21, 0.33, 0.37], [-1.23, 0.79, 0.51], [0.24, -0.47, -0.29], [0.12, 0.06, 0.45], [0.09, -0.30, -0.13], [0.00, -0.12, 0.33], [-0.31, 0.45, -0.56], [-0.20, -0.01, -0.21], [-0.09, 0.09, 0.24], [-0.13, 0.06, 0.08], [-0.05, -0.03, -0.23], [0.04, -0.07, -0.01], [-0.11, 0.04, -0.01], [-0.13, 0.00, -0.06], [-0.10, 0.02, -0.02], [0.17, 0.02, 0.26], [-0.12, 0.24, -0.02], [0.06, -0.07, -0.17], [0.06, -0.21, -0.13], [-0.16, 0.01, -0.10], [-0.05, 0.20, 0.15], [0.22, 0.03, -0.11], [-0.10, -0.04, -0.04], [-0.04, -0.07, 0.12], [-0.08, 0.24, 0.07], [0.14, 0.08, -0.04], [-0.11, -0.09, -0.12], [0.06, -0.14, 0.02], [0.13, 0.06, -0.05], [0.06, -0.12, 0.00], [0.05, 0.03, 0.04], [0.15, 0.04, -0.10], [-0.08, 0.11, -0.05], [-0.10, -0.05, -0.10], [0.05, -0.23, -0.18]]
}

{
  "formula": "C45H45N9",
  "method": "ωB97M-V with the def2-TZVPD basis set",
  "gap_ev": 9.96,
  "smiles": "c1ccncc1.c1ccncc1.c1ccncc1.c1ccncc1.c1ccncc1.c1ccncc1.c1ccncc1.c1ccncc1.c1ccncc1",
  "molar_mass_g_mol": 711.9,
  "total_energy_ev": -60802.13763,
  "e_homo_ev": -9.49,
  "symbols": ["C", "C", "C", "N", "C", "C", "H", "H", "H", "H", "H", "C", "C", "C", "N", "C", "C", "H", "H", "H", "H", "H", "C", "C", "C", "N", "C", "C", "H", "H", "H", "H", "H", "C", "C", "C", "N", "C", "C", "H", "H", "H", "H", "H", "C", "C", "C", "N", "C", "C", "H", "H", "H", "H", "H", "C", "C", "C", "N", "C", "C", "H", "H", "H", "H", "H", "C", "C", "C", "N", "C", "C", "H", "H", "H", "H", "H", "C", "C", "C", "N", "C", "C", "H", "H", "H", "H", "H", "C", "C", "C", "N", "C", "C", "H", "H", "H", "H", "H"],
  "coordinates": [[0.58915, -3.26021, 7.37007], [-0.28516, -2.86253, 6.38416], [0.23075, -2.05835, 5.38920], [1.44387, -1.48238, 5.50014], [2.27193, -1.83626, 6.45753], [1.87979, -2.73329, 7.41357], [0.21211, -3.91250, 8.14387], [-1.33080, -3.12533, 6.44715], [-0.40496, -1.80165, 4.55472], [3.25502, -1.38913, 6.46212], [2.64833, -2.96618, 8.13572], [-6.43378, -1.02597, -2.85214], [-5.51924, -0.06565, -3.37161], [-4.78304, 0.72503, -2.50199], [-4.81836, 0.52908, -1.18663], [-5.76582, -0.32016, -0.67833], [-6.50651, -1.18663, -1.46242], [-6.99428, -1.60015, -3.57501], [-5.32458, 0.03052, -4.42956], [-4.18139, 1.56560, -2.81485], [-5.73562, -0.56229, 0.37375], [-7.14104, -1.97472, -1.08467], [3.34003, 2.51006, -1.47174], [3.79713, 1.20879, -1.57537], [4.29685, 0.74850, -2.78239], [4.34615, 1.56980, -3.90258], [3.98028, 2.85475, -3.80701], [3.43369, 3.35183, -2.57814], [3.08260, 2.89009, -0.49413], [3.80163, 0.57079, -0.70397], [4.83772, -0.18206, -2.87137], [3.95121, 3.37036, -4.75554], [3.13169, 4.38861, -2.59513], [4.25717, 1.29400, 2.13396], [4.02221, 2.67603, 2.32356], [4.98165, 3.56664, 1.79450], [6.10993, 3.16450, 1.09789], [6.28437, 1.82114, 1.01531], [5.45266, 0.83328, 1.52619], [3.55087, 0.55308, 2.47832], [3.23194, 2.98208, 2.99304], [4.95231, 4.63478, 1.95143], [7.22420, 1.51921, 0.57718], [5.63876, -0.22287, 1.39851], [-3.00319, -2.56013, -2.46163], [-1.71362, -2.03192, -2.68620], [-0.65264, -2.92447, -2.85197], [-0.74808, -4.25478, -2.61366], [-1.96911, -4.67137, -2.23312], [-3.13141, -3.91300, -2.18416], [-3.84659, -1.89412, -2.35442], [-1.46289, -0.98148, -2.69717], [0.32128, -2.60572, -3.19296], [-1.91891, -5.72901, -2.02032], [-4.03518, -4.43689, -1.91006], [0.15997, -0.38033, -5.17316], [-1.12107, -0.01821, -5.71499], [-1.66988, 1.18794, -5.22377], [-1.14765, 1.93412, -4.22165], [0.12539, 1.67647, -3.86373], [0.74483, 0.52343, -4.28368], [0.55953, -1.35021, -5.43025], [-1.62434, -0.66808, -6.41555], [-2.58516, 1.57317, -5.64831], [0.61307, 2.46869, -3.31514], [1.77135, 0.36205, -3.98939], [0.85828, 4.79322, -0.46011], [1.01787, 6.08117, -1.00959], [1.61652, 7.07004, -0.28280], [2.05235, 6.84494, 1.01512], [1.80746, 5.61313, 1.53800], [1.29476, 4.52228, 0.85050], [0.32671, 4.04998, -1.03580], [0.74986, 6.28238, -2.03627], [1.79404, 8.07020, -0.64964], [2.03334, 5.46714, 2.58398], [1.10386, 3.54773, 1.27503], [0.55741, 0.54836, 0.26571], [-0.59359, 0.23265, -0.48107], [-1.70071, -0.32241, 0.15808], [-1.77239, -0.38469, 1.52165], [-0.67313, 0.01540, 2.19028], [0.53050, 0.39879, 1.63004], [1.44771, 0.92089, -0.21904], [-0.59659, 0.30280, -1.55879], [-2.58904, -0.60593, -0.38680], [-0.85581, 0.10157, 3.25122], [1.39595, 0.71429, 2.19383], [-2.49241, -5.04729, 1.59725], [-2.36042, -3.65540, 1.78135], [-2.41039, -3.18292, 3.09045], [-2.73014, -3.96614, 4.17050], [-2.96351, -5.26987, 3.95249], [-2.82859, -5.89344, 2.70740], [-2.36657, -5.47425, 0.61324], [-2.10943, -2.97242, 0.98327], [-2.24330, -2.14575, 3.34096], [-3.09578, -5.78865, 4.89044], [-2.88197, -6.96423, 2.57713]],
  "forces_ev_per_a": [[0.37, 0.25, 0.89], [0.17, -0.13, 0.11], [0.47, 0.89, 0.78], [-0.70, 0.04, -2.11], [-0.72, 0.06, -0.13], [0.29, -0.70, 0.43], [0.21, -0.10, 0.18], [0.02, -0.29, -0.46], [0.22, 0.29, -0.19], [0.09, 0.15, 0.05], [-0.36, -0.45, 0.42], [1.60, 1.21, -0.38], [-0.83, -0.69, 0.32], [-0.47, -0.52, 0.69], [-1.76, -0.03, 1.16], [2.10, -0.79, -0.75], [-0.54, 0.45, -1.59], [-0.10, -0.31, 0.23], [-0.38, 0.05, -0.16], [0.42, -0.21, -0.34], [0.10, 0.65, 0.33], [-0.08, 0.20, 0.43], [0.57, 0.88, -0.57], [0.21, -0.63, -0.37], [0.34, 2.38, -1.24], [0.38, -0.77, 1.15], [-1.38, -1.94, 1.81], [0.59, -0.26, -1.33], [-0.39, 0.12, -0.04], [0.01, -0.09, 0.01], [-0.40, -0.30, -0.14], [0.22, 0.50, 0.16], [-0.10, 0.09, 0.49], [0.86, 0.20, -0.26], [1.58, -0.82, -0.47], [1.24, -1.17, -0.57], [-2.04, -1.02, 1.30], [0.56, 0.76, 0.18], [-1.76, 1.55, 0.22], [-0.10, 0.03, 0.27], [-0.21, 0.28, -0.31], [-0.37, 0.10, -0.02], [0.11, 0.03, -0.32], [0.16, 0.04, 0.03], [0.76, 0.56, 0.75], [-0.12, -1.02, -0.21], [-0.43, -0.94, 0.34], [-0.92, 1.47, -0.07], [1.24, -0.58, -0.47], [0.85, -0.22, -0.21], [-0.09, 0.05, -0.12], [-0.55, 0.05, -0.46], [0.13, 0.29, 0.18], [-0.69, -0.23, 0.22], [-0.28, 0.37, -0.07], [-2.54, 0.99, -0.21], [1.80, 0.66, 1.58], [0.35, -0.72, 0.60], [0.42, 0.15, -1.45], [-1.72, -0.14, -0.74], [1.38, -0.79, -0.50], [0.45, 0.16, 0.00], [-0.09, 0.22, -0.13], [-0.33, -0.10, 0.15], [0.16, -0.30, 0.50], [0.12, -0.12, 0.20], [0.16, 0.55, 0.48], [-0.02, -1.04, -0.30], [1.17, -0.61, 2.79], [-1.28, -0.88, -1.00], [0.57, 0.89, -0.38], [-1.01, 1.00, -1.79], [0.14, -0.23, -0.09], [-0.32, -0.06, -0.04], [0.00, 0.00, -0.14], [0.35, 0.28, 0.19], [0.17, 0.04, 0.27], [-0.76, -0.23, -0.90], [0.38, -0.64, 0.31], [0.61, 0.83, 1.50], [0.93, 0.38, -1.29], [-1.28, -0.25, 0.32], [-0.12, 0.52, -0.27], [0.01, 0.02, -0.17], [0.12, 0.28, 0.04], [-0.01, -0.10, 0.00], [0.38, -0.24, 0.30], [-0.18, -0.20, 0.39], [-0.72, -0.11, 1.35], [0.35, -1.08, 0.75], [-0.95, -1.14, 1.14], [0.32, 0.52, -1.62], [0.89, 0.58, -0.09], [0.65, 1.79, -1.00], [0.01, -0.06, -0.07], [-0.04, -0.11, -0.13], [-0.01, 0.09, -0.27], [-0.41, -0.56, -0.16], [-0.17, 0.00, 0.08]]
}

Table of ΔE to the lowest compared entry with this formula, charge and spin (eV), in record order: 1.4459 1.9775